# 1
Molecular formula: C3H15NO3S
Method: DFT, ωB97M-V with the def2-TZVPD basis set

The value obtained for the relative energy (zero: lowest compared OMol25 entry of this formula, charge and spin) is 1.5911 eV. Its SMILES is NCCCS.O.O.O. The HOMO energy is -8.6 eV.

Geometry (Å):
C: 0.272 1.241 0.196
C: -1.169 0.642 0.203
C: -1.616 -0.523 1.006
S: -0.976 -0.325 2.716
N: 1.457 0.458 -0.032
H: 0.304 1.780 1.173
H: 0.152 2.046 -0.531
H: -1.797 1.636 0.421
H: -1.386 0.472 -0.891
H: -1.250 -1.529 0.716
H: -2.719 -0.419 1.055
H: -0.145 -1.283 2.499
H: 1.463 0.241 -1.049
H: 1.669 -0.228 0.642
H: 3.149 -3.046 1.023
H: 4.001 -1.727 1.008
O: 3.126 -2.021 0.840
H: -0.318 1.402 -4.371
H: 0.760 2.403 -4.266
O: -0.141 2.346 -4.115
H: -0.066 -0.578 -2.008
H: -1.338 -0.701 -2.799
O: -0.734 -1.155 -2.261

Cartesian forces, eV/Å:
C -1.2 0.7 2.1
C -0.4 2.8 -2.8
C -0.4 0.2 1.0
S -1.0 0.6 0.4
N -0.9 1.7 -2.4
H 0.6 -0.4 -0.5
H 0.6 0.0 -0.2
H 0.9 -2.3 -0.1
H -0.3 -0.1 1.2
H -0.6 0.8 -0.4
H 0.6 -0.8 0.0
H 1.2 -1.1 0.3
H 0.7 -0.6 1.6
H 0.2 -1.2 0.2
H 0.0 3.2 -0.5
H 1.3 0.4 0.3
O -1.3 -3.5 0.3
H 0.0 1.4 0.3
H 2.9 0.5 -0.4
O -2.8 -2.0 0.0
H 1.7 1.6 0.7
H -1.2 1.0 -1.0
O -0.5 -3.1 0.1

=====

# 2
Molecular formula: C29H46FeGeNO4S
Method: DFT, ωB97M-V with the def2-TZVPD basis set

The value obtained for the relative energy (zero: lowest compared OMol25 entry of this formula, charge and spin) is 0.0000 eV. The HOMO energy (spin up / spin down) is -11.9 / -11.9 eV. Its charge is +1.

Geometry (Å):
Fe: 0.072 1.649 -0.167
C: -0.701 2.059 3.039
C: 0.061 2.513 1.825
C: 1.393 2.105 1.583
C: 2.203 1.359 2.614
C: 2.006 2.488 0.359
C: 3.365 1.955 0.006
C: 1.368 3.387 -0.540
C: 2.068 3.821 -1.800
C: 0.097 3.912 -0.202
C: -0.539 4.927 -1.104
C: -0.603 3.391 0.915
C: -2.033 3.786 1.180
H: -0.998 2.925 3.632
H: -0.129 1.389 3.670
H: -1.611 1.534 2.751
H: 2.287 0.298 2.390
H: 1.784 1.465 3.609
H: 3.213 1.764 2.651
H: 4.117 2.734 0.150
H: 3.405 1.641 -1.033
H: 3.637 1.103 0.618
H: 2.769 4.629 -1.577
H: 1.366 4.169 -2.550
H: 2.625 3.008 -2.252
H: -0.956 4.435 -1.987
H: 0.207 5.643 -1.445
H: -1.327 5.481 -0.603
H: -2.084 4.617 1.887
H: -2.600 2.963 1.610
H: -2.542 4.093 0.272
C: -2.140 -3.792 -5.756
C: -1.634 -2.601 -4.995
C: -2.104 -2.337 -3.708
C: -1.644 -1.249 -2.991
C: -0.701 -0.396 -3.559
C: -0.226 -0.639 -4.844
C: -0.692 -1.739 -5.545
S: -0.001 0.986 -2.714
O: 0.660 1.777 -3.708
O: 0.915 0.483 -1.634
N: -1.010 1.795 -1.801
C: -2.405 1.510 -1.613
C: -2.577 0.619 -0.386
O: -3.571 0.090 -0.016
O: -1.368 0.468 0.326
H: -1.819 -4.717 -5.275
H: -1.772 -3.796 -6.779
H: -3.230 -3.800 -5.783
H: -2.845 -2.989 -3.262
H: -2.034 -1.095 -1.996
H: 0.494 0.035 -5.285
H: -0.318 -1.924 -6.544
H: -2.868 0.985 -2.451
H: -2.977 2.428 -1.462
C: -1.400 -4.526 4.956
C: -1.273 -3.074 4.512
C: -1.091 -2.941 3.003
C: -0.961 -1.483 2.559
Ge: -0.820 -1.357 0.620
C: 0.702 -2.128 -0.322
C: 2.137 -1.794 0.067
C: 2.498 -2.267 1.473
C: 3.942 -1.969 1.851
H: -1.528 -4.601 6.036
H: -0.510 -5.097 4.686
H: -2.259 -5.006 4.485
H: -0.425 -2.602 5.016
H: -2.162 -2.513 4.814
H: -1.941 -3.409 2.495
H: -0.201 -3.506 2.703
H: -0.096 -1.030 3.047
H: -1.852 -0.914 2.841
H: -2.041 -2.096 0.035
H: 0.509 -1.990 -1.383
H: 0.492 -3.185 -0.101
H: 2.318 -0.726 -0.052
H: 2.810 -2.291 -0.639
H: 2.324 -3.345 1.537
H: 1.816 -1.818 2.207
H: 4.632 -2.458 1.161
H: 4.173 -2.318 2.858
H: 4.155 -0.899 1.815

Cartesian forces, eV/Å:
Fe 0.5 1.3 -0.8
C 0.0 0.0 0.0
C 0.0 0.1 -0.1
C 0.0 0.2 -0.1
C 0.0 0.0 0.0
C -0.1 0.0 0.0
C 0.0 0.0 0.0
C -0.1 -0.1 0.4
C 0.0 0.0 0.0
C 0.1 -0.1 0.2
C 0.0 0.0 0.0
C 0.2 -0.1 0.0
C 0.0 0.0 0.0
H 0.0 0.0 0.0
H 0.0 0.0 0.0
H 0.0 0.0 0.0
H 0.0 -0.1 0.0
H 0.0 0.0 0.0
H 0.0 0.0 0.0
H 0.0 0.0 0.0
H 0.0 0.0 0.0
H 0.0 0.0 0.0
H 0.0 0.0 0.0
H 0.0 0.0 0.0
H 0.0 0.0 0.0
H 0.0 0.0 0.0
H 0.0 0.0 0.0
H 0.0 0.0 0.0
H 0.0 0.0 0.0
H 0.0 0.0 0.0
H 0.0 0.0 0.0
C 0.0 0.0 0.0
C 0.0 0.0 0.0
C 0.0 0.0 0.0
C 0.1 0.0 0.0
C -0.1 0.0 0.0
C -0.1 0.0 0.0
C 0.0 0.0 0.0
S 0.3 -0.1 0.1
O -0.1 0.0 0.1
O 0.0 -0.1 0.1
N -0.2 0.4 -0.2
C 0.0 -0.3 0.1
C 0.5 0.3 0.4
O -0.1 0.0 0.0
O -0.5 -1.1 -0.6
H 0.0 0.0 0.0
H 0.0 0.0 0.0
H 0.0 0.0 0.0
H 0.0 0.0 0.0
H 0.0 0.0 0.0
H 0.0 0.0 0.0
H 0.0 0.0 0.0
H 0.0 0.1 0.0
H 0.0 0.0 0.1
C 0.0 0.0 0.0
C 0.0 0.0 0.0
C 0.0 0.0 0.0
C 0.2 0.1 0.0
Ge -0.7 -0.6 0.6
C 0.0 0.2 0.1
C 0.0 -0.2 0.1
C -0.1 0.0 0.0
C 0.0 0.0 0.0
H 0.0 0.0 0.0
H 0.0 0.0 0.0
H 0.0 0.0 0.0
H 0.0 0.0 0.0
H 0.0 0.0 0.0
H 0.0 0.0 0.0
H 0.0 0.0 0.0
H 0.0 0.1 0.0
H 0.1 0.0 0.0
H 0.0 0.1 0.0
H 0.1 0.0 0.0
H 0.0 0.0 0.0
H 0.0 0.1 0.1
H 0.0 0.0 0.0
H 0.0 0.0 0.0
H 0.1 0.0 0.0
H 0.0 0.0 0.0
H 0.0 0.0 0.0
H 0.0 0.0 0.0

=====

# 3
Molecular formula: C3H3IO2
Method: DFT, ωB97M-V with the def2-TZVPD basis set

The value obtained for the relative energy (zero: lowest compared OMol25 entry of this formula, charge and spin) is 3.1145 eV. The HOMO energy (spin up / spin down) is -8.3 / -8.2 eV.

Geometry (Å):
C: 0.656 1.002 0.300
C: -1.188 -0.303 -0.683
C: -0.040 -0.317 0.196
O: 0.642 2.152 0.225
O: -1.328 -0.195 0.746
I: 3.504 -0.649 1.128
H: -1.507 0.690 -1.197
H: -1.452 -1.316 -1.113
H: 0.712 -1.064 0.397

Cartesian forces, eV/Å:
C 1.0 2.2 -0.1
C -1.7 0.6 -1.3
C 1.2 1.2 0.7
O 0.1 -2.5 0.3
O 0.2 -0.8 -0.4
I -1.2 0.7 -0.4
H 0.7 -2.2 0.6
H 0.1 1.5 0.4
H -0.5 -0.8 0.2

=====

# 4
Molecular formula: C4H12O3
Method: DFT, ωB97M-V with the def2-TZVPD basis set

The value obtained for the relative energy (zero: lowest compared OMol25 entry of this formula, charge and spin) is 1.8849 eV. Its SMILES is C=CC=C.O.O.O. The HOMO energy is -9.0 eV.

Geometry (Å):
C: -2.370 4.346 -1.092
C: -1.322 3.638 -0.701
C: -1.184 2.187 -0.602
C: -0.545 1.490 0.325
H: -3.270 3.826 -1.410
H: -2.404 5.416 -1.016
H: -0.426 4.176 -0.388
H: -1.693 1.592 -1.362
H: -0.670 0.411 0.429
H: -0.189 1.765 1.316
H: 2.372 -1.682 -1.605
H: 2.157 -2.512 -0.329
O: 1.800 -1.766 -0.833
H: -1.153 -5.518 1.149
H: -1.202 -4.670 -0.078
O: -1.437 -4.642 0.858
H: 3.873 -3.178 2.392
H: 3.769 -1.962 1.485
O: 3.894 -2.917 1.462

Cartesian forces, eV/Å:
C -0.5 -0.8 0.0
C 1.2 0.6 0.5
C -0.5 -0.5 -0.6
C -0.7 -1.2 1.7
H 0.0 0.2 -0.1
H 0.1 0.3 -0.2
H -0.2 0.1 0.2
H 0.0 0.2 0.0
H 0.1 0.0 -1.0
H 0.5 1.2 -0.5
H -0.1 -0.1 0.1
H 0.0 0.1 -0.1
O 0.1 -0.1 0.1
H -0.1 0.2 0.2
H -0.1 0.3 0.1
O 0.3 -0.5 -0.3
H 0.0 0.0 -0.2
H 0.0 0.0 -0.1
O -0.1 0.1 0.2

=====

# 5
Molecular formula: C6H4N2O
Method: DFT, ωB97M-V with the def2-TZVPD basis set

The value obtained for the relative energy (zero: lowest compared OMol25 entry of this formula, charge and spin) is 0.7599 eV. Its SMILES is O=C1NC=C2C=CN=C12. The HOMO energy is -8.9 eV.

Geometry (Å):
C: 1.626 -0.799 -0.022
C: 0.724 1.341 -0.027
C: -0.366 0.498 0.022
C: -1.787 0.377 0.010
C: -2.034 -0.936 -0.018
C: 0.129 -0.864 -0.055
H: 2.870 0.964 -0.106
H: 0.831 2.448 0.021
H: -2.556 1.182 0.104
H: -2.983 -1.438 0.076
N: 1.897 0.606 -0.012
N: -0.852 -1.728 -0.039
O: 2.500 -1.652 0.045

Cartesian forces, eV/Å:
C 1.5 -1.5 0.2
C -0.1 0.1 0.5
C 1.5 0.6 -0.7
C -1.2 2.1 0.4
C 0.4 -1.4 0.3
C -1.0 0.6 0.5
H -1.5 -0.4 0.2
H -0.4 -1.0 -0.2
H 0.9 -0.8 -0.2
H 0.0 0.0 -0.2
N 0.9 0.1 -0.3
N 0.6 0.1 -0.3
O -1.6 1.5 -0.3

=====

# 6
Molecular formula: C3H5N3O
Method: DFT, ωB97M-V with the def2-TZVPD basis set

The value obtained for the relative energy (zero: lowest compared OMol25 entry of this formula, charge and spin) is 2.0794 eV. Its SMILES is N#CCO.N=C=N. The HOMO energy is -10.6 eV.

Geometry (Å):
O: 1.780 0.378 2.246
C: 1.109 0.398 1.014
C: 0.328 -0.839 0.783
N: -0.252 -1.825 0.611
N: -2.339 -0.933 -1.476
C: -1.467 -0.098 -1.650
N: -0.682 0.847 -1.756
H: 2.422 -0.344 2.236
H: 1.781 0.539 0.156
H: 0.419 1.244 1.027
H: -2.070 -1.775 -0.973
H: -0.151 0.900 -2.618

Cartesian forces, eV/Å:
O 0.2 -0.2 0.0
C -0.2 0.1 -0.3
C -0.5 -0.9 -0.1
N 0.6 0.9 0.2
N 0.4 0.5 -0.1
C -0.1 -0.1 0.0
N -0.4 -0.4 0.0
H -0.1 0.1 0.1
H -0.1 0.0 0.1
H 0.1 -0.1 0.0
H 0.0 0.1 0.0
H 0.0 0.0 0.0

=====

Ordered energy results: -21820.5712; -142233.3168; -15351.4221; -10483.2541; -11312.8681; -9708.5044; unit eV.
Ordered strongest force on any atom results: 0.0770; 0.0316; 0.0491; 0.0422; 0.0486; 0.0221; unit hartree/bohr.